Molecular formula: C4H19NO7
Method: DFT, the ωB97M-V functional and the def2-TZVPD basis

The geometry in XYZ format:
```
31
Properties=species:S:1:pos:R:3
H -0.58 2.33 -0.38
H 2.00 -2.23 -0.64
C 2.23 -0.33 -1.47
O 1.91 -3.08 2.25
C 1.61 1.07 -1.45
H -2.19 0.46 -0.45
H -4.25 1.16 0.02
H 1.94 0.17 1.88
C 1.75 -1.22 -0.26
H 0.69 -1.08 -0.04
N 0.27 1.11 -2.04
H -0.13 0.18 -2.14
H 3.26 -0.21 -1.16
O 2.58 -0.95 0.83
H -2.34 -1.13 -0.30
H 0.98 -2.83 2.14
C -0.75 1.95 -1.40
O -2.01 1.35 -1.46
O -4.42 1.95 -0.52
O -2.39 -0.35 0.28
O -2.34 -1.44 2.75
O 1.50 0.63 2.66
H -0.81 2.84 -2.06
H 2.32 -2.35 1.66
H 0.69 0.13 2.79
H 1.65 1.34 -0.39
H 2.22 1.76 -2.05
H 2.16 -0.78 -2.47
H -2.58 -0.90 1.95
H -1.39 -1.48 2.58
H -3.59 1.92 -1.09
```

Kohn-Sham gap (eV): 7.752
E_HOMO (eV): -1.7
Total energy (eV): -20278.5467
Total charge: -2